[1]
C5H12N2O | ωB97M-V with the def2-TZVPD basis set

```
20
C5H12N2O ωB97M-V with the def2-TZVPD basis set
C 1.21 -1.85 0.07
C 1.23 2.18 -0.14
C -1.37 -0.55 1.01
C -1.55 -0.44 -1.46
C 1.25 0.72 0.52
N 0.61 -0.21 -0.34
N -0.83 -0.14 -0.28
O 2.26 -1.88 0.59
H 0.48 -2.78 0.05
H 1.45 2.91 0.58
H 1.88 1.92 -0.97
H 0.12 2.26 -0.41
H -0.85 -0.03 1.89
H -2.39 -0.35 1.07
H -1.11 -1.59 1.17
H -1.85 -1.50 -1.64
H -2.51 0.23 -1.30
H -1.08 -0.05 -2.43
H 2.29 0.43 0.48
H 0.76 0.71 1.54
```

## Properties
F_max: 4.85 eV/A
E_LUMO: 0.9 eV
Net charge: 0
Kohn-Sham gap: 8.923 eV
Spin multiplicity: 1

[2]
C5H12N2O | ωB97M-V with the def2-TZVPD basis set

```
20
C5H12N2O ωB97M-V with the def2-TZVPD basis set
C 1.90 -0.12 -0.16
C 2.74 -0.07 1.11
C 0.72 1.15 -0.24
O 0.39 1.66 -1.29
H 0.92 1.77 0.65
H 1.49 -1.11 -0.34
H 2.52 0.09 -1.03
H 2.12 -0.25 1.99
H 3.54 -0.82 1.09
H 3.20 0.91 1.23
C -2.30 0.46 -1.24
C -1.69 -0.26 -0.08
N -2.30 -1.42 0.29
N -0.64 0.18 0.51
H -3.18 -1.68 -0.10
H -1.99 -1.90 1.12
H -0.09 -0.50 1.07
H -1.57 1.13 -1.68
H -3.15 1.05 -0.90
H -2.65 -0.26 -1.99
```

## Properties
F_max: 2.91 eV/A
E_LUMO: 0.6 eV
Net charge: 0
Kohn-Sham gap: 8.452 eV
Spin multiplicity: 1

[3]
C5H12N2O | ωB97M-V with the def2-TZVPD basis set

```
20
C5H12N2O ωB97M-V with the def2-TZVPD basis set
C -3.20 -0.52 -0.10
C -1.88 0.12 0.26
C -0.54 1.97 -0.44
N -1.60 1.24 -0.65
H -3.38 -1.43 0.54
H -3.99 0.18 -0.09
H -3.07 -0.85 -1.22
H -0.99 -0.56 0.22
H -1.85 0.51 1.28
H 0.17 1.86 0.39
H -0.17 2.59 -1.28
C 1.97 0.06 1.32
N 2.35 0.02 -0.03
C 2.39 -1.25 -0.75
O 1.58 -0.90 1.98
H 2.05 1.06 1.78
H 3.00 0.72 -0.39
H 3.05 -1.95 -0.23
H 2.73 -1.08 -1.81
H 1.40 -1.79 -0.79
```

## Properties
F_max: 3.32 eV/A
E_LUMO: 0.7 eV
Net charge: 0
Kohn-Sham gap: 10.241 eV
Spin multiplicity: 1

Energy relative to the best compared isomer or geometry (same formula, charge and spin), record by record: 5.0264, 2.5268, 2.4752 eV